A cluster of 20 separate species, C60H170N10O20 in total in a non-equilibrium geometry. Source: the Open Molecules 2025 dataset; level of theory: the ωB97M-V functional and the def2-TZVPD basis.

LUMO, eV: 0.28
Net charge: 0
Gap between HOMO and LUMO, Ha: 0.32550
E, a.u.: -4439.80882

Element x y z (Å)
C (-3.93729, -4.38031, -2.63306)
C (-4.23659, -3.54981, -3.89392)
O (-5.29071, -4.21122, -4.51023)
H (-3.66629, -5.43324, -2.55558)
H (-4.70199, -4.39398, -1.85643)
H (-3.10132, -3.87610, -2.14827)
H (-3.33986, -3.59394, -4.51201)
H (-4.44480, -2.55372, -3.50334)
H (-5.68951, -3.63236, -5.16404)
C (-0.78740, 4.82575, 1.15539)
C (0.45749, 5.70033, 0.99149)
O (1.48580, 4.88576, 0.59220)
H (-0.83551, 4.31845, 2.11895)
H (-1.12282, 4.09046, 0.42400)
H (-1.64427, 5.47951, 0.99268)
H (0.62858, 6.37429, 1.83089)
H (0.25582, 6.47369, 0.25032)
H (1.98513, 5.43639, -0.01532)
C (5.18428, -0.64344, -3.75904)
C (3.89184, -0.24115, -4.41637)
O (2.95371, -0.03745, -3.28405)
H (5.09943, -1.51212, -3.10612)
H (5.65305, 0.17707, -3.21580)
H (5.78598, -0.92448, -4.62338)
H (3.66157, -1.13714, -4.99279)
H (3.95876, 0.72675, -4.91315)
H (2.10413, 0.20498, -3.65960)
C (3.55620, -5.11929, -1.81406)
C (4.58071, -6.02899, -1.14116)
O (4.98301, -5.56746, 0.25204)
H (2.58743, -5.06859, -1.31706)
H (3.28136, -5.37364, -2.83771)
H (3.81210, -4.06322, -1.89969)
H (5.52031, -6.09604, -1.68957)
H (4.22663, -7.05842, -1.08644)
H (5.48649, -4.76182, 0.11399)
C (4.65025, 2.95647, 1.22872)
C (3.40342, 2.06555, 1.29848)
O (2.32621, 2.81116, 1.89621)
H (5.21710, 2.96952, 2.15964)
H (4.47752, 3.98828, 0.92275)
H (5.27512, 2.40181, 0.52872)
H (3.70073, 1.16155, 1.82998)
H (3.10220, 1.78247, 0.28990)
H (2.08931, 3.56424, 1.34999)
C (6.31111, -1.02416, 0.03076)
C (5.92220, -2.51427, 0.18516)
O (6.95342, -3.39706, 0.08761)
H (5.47212, -0.35362, -0.15515)
H (6.89630, -0.93785, -0.88477)
H (6.93689, -0.76511, 0.88480)
H (5.14716, -2.74764, -0.54487)
H (5.32287, -2.80406, 1.04825)
H (7.66723, -3.07519, 0.64302)
C (-6.88628, -2.90554, -0.08296)
C (-5.50220, -2.28686, 0.26946)
O (-5.72572, -1.48133, 1.44685)
H (-7.73199, -2.22366, 0.00604)
H (-7.07481, -3.66287, 0.67795)
H (-6.94822, -3.33600, -1.08245)
H (-5.12215, -1.64136, -0.52237)
H (-4.57316, -2.82219, 0.46542)
H (-5.16585, -1.80215, 2.15765)
C (-0.49475, -6.46671, 1.92459)
C (-1.36563, -5.29299, 2.40956)
O (-1.47557, -5.32868, 3.79082)
H (-0.88918, -7.42522, 2.26190)
H (0.42863, -6.41511, 2.50147)
H (-0.36898, -6.50266, 0.84247)
H (-2.37809, -5.34593, 2.00929)
H (-0.91921, -4.31675, 2.22045)
H (-2.30501, -5.68690, 4.11533)
C (1.41083, 3.70558, -4.37112)
C (-0.02322, 3.74598, -4.87853)
O (-0.08812, 3.16021, -6.16155)
H (2.03946, 3.92887, -5.23313)
H (1.76136, 2.70841, -4.10484)
H (1.56122, 4.29666, -3.46774)
H (-0.36312, 4.77853, -4.95859)
H (-0.63206, 3.22656, -4.13852)
H (-0.98524, 3.03483, -6.47944)
C (-7.39638, 2.60650, 0.01714)
C (-6.96063, 1.61253, 1.11478)
O (-7.82514, 0.46495, 1.10951)
H (-8.01248, 3.39906, 0.44185)
H (-8.02792, 2.17492, -0.75938)
H (-6.55185, 3.14921, -0.40752)
H (-6.99328, 2.06389, 2.10640)
H (-5.91611, 1.32547, 0.99365)
H (-7.20796, -0.26959, 1.14323)
C (3.77419, 8.51512, -0.94828)
C (2.73063, 7.46238, -1.20411)
C (2.11053, 7.67760, -2.56358)
O (1.35798, 8.86658, -2.58825)
C (0.92295, 9.29133, -3.85792)
N (3.27985, 6.08553, -1.05644)
H (4.54527, 8.42152, -1.71299)
H (4.28751, 8.57809, 0.01121)
H (3.45186, 9.55247, -1.03828)
H (1.95462, 7.62711, -0.45660)
H (1.47605, 6.88442, -2.95905)
H (2.94054, 7.61765, -3.26757)
H (-0.00794, 8.81633, -4.16763)
H (1.64057, 9.20887, -4.67421)
H (0.63729, 10.34030, -3.77949)
H (3.94936, 5.72732, -1.72242)
H (3.85402, 5.98686, -0.23140)
C (-1.62612, 7.46332, -1.77647)
C (-3.08212, 7.53443, -1.34675)
C (-3.57545, 6.02890, -1.22792)
O (-3.88299, 5.54616, -2.50748)
C (-4.46859, 4.19122, -2.74879)
N (-3.21426, 8.36862, -0.13053)
H (-0.96733, 8.28899, -1.50749)
H (-1.54288, 7.43414, -2.86290)
H (-1.13085, 6.56549, -1.40673)
H (-3.71763, 8.08258, -2.04229)
H (-4.54006, 6.07642, -0.72257)
H (-2.97088, 5.31951, -0.66281)
H (-4.36901, 3.91320, -3.79802)
H (-5.49678, 4.24903, -2.39159)
H (-3.84654, 3.42944, -2.27884)
H (-4.14219, 8.34428, 0.26753)
H (-3.01735, 9.27890, -0.52132)
C (-5.07592, -2.36462, 8.00933)
C (-6.30751, -1.34709, 7.90754)
C (-7.18289, -1.41667, 6.57844)
O (-6.33815, -0.90702, 5.54115)
C (-7.01013, -0.70787, 4.27056)
N (-7.07823, -1.47354, 9.08269)
H (-4.45257, -2.14543, 7.14245)
H (-5.44886, -3.38756, 7.95826)
H (-4.47047, -2.32011, 8.91462)
H (-5.75621, -0.40897, 7.84356)
H (-8.14406, -0.95968, 6.81385)
H (-7.37150, -2.44089, 6.25676)
H (-6.41640, 0.01878, 3.71598)
H (-8.02051, -0.34958, 4.46774)
H (-7.14271, -1.60660, 3.66823)
H (-7.73508, -0.73479, 9.28984)
H (-6.49413, -1.33140, 9.89431)
C (-1.29465, -0.00768, 4.17314)
C (-2.70566, -0.39754, 3.81721)
C (-2.87869, -1.94135, 3.74980)
O (-4.21386, -2.27885, 3.35635)
C (-4.56703, -3.58716, 3.56580)
N (-3.67392, 0.12732, 4.81189)
H (-0.55271, -0.38986, 3.47203)
H (-0.91084, -0.56119, 5.03012)
H (-1.14459, 1.07165, 4.19843)
H (-2.95227, 0.05054, 2.85466)
H (-2.48118, -2.34288, 4.68192)
H (-2.24855, -2.22635, 2.90730)
H (-3.79701, -4.34190, 3.40607)
H (-5.49419, -3.87507, 3.07025)
H (-4.86168, -3.57057, 4.61509)
H (-3.49365, -0.27811, 5.71921)
H (-4.54049, -0.33808, 4.58264)
C (6.74876, 7.19685, -5.16642)
C (6.31132, 6.66875, -3.81891)
C (5.67319, 5.35086, -3.83156)
O (5.03971, 4.94446, -2.62016)
C (4.71301, 3.59218, -2.61800)
N (7.54286, 6.50344, -3.00466)
H (5.92216, 7.54004, -5.78856)
H (7.20782, 6.39734, -5.74792)
H (7.39487, 8.05166, -4.96657)
H (5.72636, 7.45270, -3.33792)
H (6.40541, 4.62597, -4.18720)
H (4.88053, 5.33252, -4.57952)
H (5.63730, 3.01449, -2.61123)
H (4.25486, 3.45849, -3.59796)
H (4.11721, 3.27046, -1.76382)
H (8.16090, 5.86018, -3.47832)
H (7.21339, 5.87642, -2.28466)
C (-1.17266, -0.41275, -5.73915)
C (0.29982, -0.73144, -6.05657)
C (0.42569, -0.77902, -7.60457)
O (-0.27109, -1.75761, -8.35165)
C (0.12891, -3.08194, -8.05135)
N (1.04810, 0.49473, -5.63814)
H (-1.09893, -0.24742, -4.66429)
H (-1.75321, -1.30442, -5.97573)
H (-1.50228, 0.47209, -6.28368)
H (0.70276, -1.60187, -5.53880)
H (1.46541, -1.03507, -7.80834)
H (0.16174, 0.16367, -8.08391)
H (-0.10503, -3.38001, -7.02932)
H (1.17141, -3.28161, -8.29918)
H (-0.54082, -3.75833, -8.58244)
H (0.69293, 1.38144, -5.96632)
H (2.03200, 0.47145, -5.86506)
C (-0.59738, -2.25971, -0.72630)
C (-0.98756, -1.10463, 0.19563)
C (-0.02743, 0.12061, -0.10942)
O (-0.53570, 1.04395, -0.99171)
C (0.42632, 2.10746, -1.22963)
N (-2.34929, -0.64552, -0.09693)
H (0.47235, -2.44779, -0.63454)
H (-0.85243, -1.95034, -1.73987)
H (-1.14613, -3.16267, -0.45867)
H (-0.87802, -1.35564, 1.25067)
H (0.95158, -0.18504, -0.47849)
H (0.27800, 0.52811, 0.85430)
H (1.45056, 1.82834, -1.47684)
H (0.65170, 2.68140, -0.33079)
H (0.09141, 2.82707, -1.97669)
H (-2.62675, 0.00388, 0.62515)
H (-2.20916, -0.04059, -0.89350)
C (0.41889, -3.40687, 9.97564)
C (1.43535, -2.35878, 9.46097)
C (0.88681, -1.91764, 8.07228)
O (1.10431, -2.93383, 7.09099)
C (0.02595, -3.08469, 6.19847)
N (1.53935, -1.29202, 10.46976)
H (0.82317, -4.17029, 10.64036)
H (0.08906, -4.07616, 9.18106)
H (-0.45497, -2.98531, 10.47238)
H (2.39011, -2.84971, 9.27249)
H (1.51326, -1.09738, 7.72182)
H (-0.18418, -1.75336, 8.19098)
H (-0.06717, -2.20707, 5.55877)
H (-0.88717, -3.27597, 6.76214)
H (0.21281, -3.77863, 5.37893)
H (2.16435, -0.58752, 10.10486)
H (1.87002, -1.73416, 11.31549)
C (-0.86898, -5.29534, -4.01654)
C (0.61352, -5.82510, -4.06868)
C (0.78332, -7.12454, -4.86085)
O (0.43389, -8.27080, -4.12383)
C (0.16732, -9.43995, -4.95083)
N (1.40611, -4.82508, -4.76462)
H (-1.26895, -5.41937, -5.02289)
H (-0.99787, -4.25063, -3.73360)
H (-1.46387, -5.80099, -3.25593)
H (1.00153, -6.06063, -3.07768)
H (1.78111, -7.17352, -5.29687)
H (0.13013, -7.15514, -5.73291)
H (-0.81279, -9.51391, -5.42201)
H (0.26607, -10.31917, -4.31419)
H (0.86711, -9.56041, -5.77781)
H (1.46300, -3.84854, -4.51317)
H (2.35969, -5.14837, -4.84384)
C (4.47166, -4.24907, 5.57776)
C (3.96499, -3.11115, 4.71601)
C (3.12395, -3.64198, 3.56422)
O (2.95799, -2.53703, 2.64739)
C (2.04065, -2.44302, 1.63355)
N (3.26350, -2.20920, 5.56182)
H (5.00197, -4.99183, 4.98180)
H (3.71453, -4.84082, 6.09223)
H (5.03068, -3.74635, 6.36699)
H (4.72351, -2.44812, 4.29990)
H (2.17198, -4.10839, 3.81783)
H (3.74261, -4.44986, 3.17346)
H (1.07626, -2.31990, 2.12639)
H (1.99334, -3.15792, 0.81210)
H (2.24394, -1.59965, 0.97362)
H (2.40625, -2.60069, 5.92506)
H (3.02312, -1.43293, 4.96206)